# 1
A cluster of 2 separate species, C5H15NO in total at a distorted geometry. Source: the OMol25 dataset; level of theory: the ωB97M-V functional and the def2-TZVPD basis.

## Properties
**HOMO-LUMO gap**: 8.698 eV
**E**: -329.43831 hartree
**SMILES**: CCCN(C)C.O
**Multiplicity**: 1

```
22
Properties=species:S:1:pos:R:3:forces:R:3
C 0.431434 -0.546959 -0.476648 0.29 -0.68 0.58
C -0.596130 -1.389676 0.333304 1.55 0.05 -0.53
C 0.399973 0.964065 -0.280383 -1.80 0.92 -1.08
N -0.947902 1.526482 -0.572292 0.35 -2.07 0.03
C -1.540037 1.019036 -1.802337 -2.18 2.77 0.76
C -1.258660 2.861158 -0.153185 0.81 -0.24 0.65
H 1.476195 -0.796375 -0.222785 -0.37 -0.44 -0.35
H 0.196920 -0.855685 -1.499237 0.60 0.57 -0.19
H -1.521398 -0.861180 0.158961 -0.56 -0.20 0.95
H -0.230178 -1.620453 1.338303 -0.70 0.79 0.28
H -0.655141 -2.390746 -0.094291 -0.15 0.07 -0.38
H 0.701684 1.265342 0.724883 0.02 -0.08 -0.02
H 1.048564 1.441139 -1.030738 0.65 -0.21 0.30
H -2.348212 1.774700 -1.953082 0.50 -0.17 -0.53
H -0.933787 1.090995 -2.707706 0.18 -0.68 0.03
H -2.243526 0.189974 -1.658647 1.11 -0.84 -0.26
H -2.319710 3.061957 -0.279673 0.01 0.12 -0.20
H -0.635599 3.664187 -0.606320 -0.31 -0.19 0.01
H -1.076954 2.848692 0.928358 0.02 0.51 -0.05
H 4.664276 -3.993610 3.335108 0.41 0.26 0.03
H 3.250944 -4.497994 3.416297 0.46 -0.33 -0.25
O 4.137237 -4.755049 3.102115 -0.87 0.07 0.22
```
Positions in Å, forces in eV/Å.

natural (NBO) population analysis, charges in e, atoms 1 to 5:
1 C -0.41
2 C -0.62
3 C -0.21
4 N -0.47
5 C -0.44

***

# 2
A cluster of 2 separate species, C5H15NO in total at a distorted geometry. Source: the OMol25 dataset; level of theory: the ωB97M-V functional and the def2-TZVPD basis.

## Properties
**HOMO-LUMO gap**: 9.308 eV
**E**: -329.48065 hartree
**SMILES**: CNCC(C)C.O
**Multiplicity**: 1

```
22
Properties=species:S:1:pos:R:3:forces:R:3
C -0.115260 -1.168241 2.377048 0.26 0.12 -0.17
N 0.088805 0.085133 1.672715 -0.28 0.03 0.19
C 0.086167 -0.070709 0.236569 0.86 0.29 -0.43
C 0.408997 1.244902 -0.493083 -0.42 -0.46 0.51
C -0.494547 2.376272 -0.008876 -0.48 -0.37 -0.08
C 0.339547 0.990469 -1.992844 0.16 -0.05 0.01
H -1.087676 -1.551595 2.088003 -0.20 -0.20 0.04
H 0.637758 -1.933324 2.134333 -0.05 -0.01 0.03
H -0.116587 -1.000478 3.450973 -0.01 0.01 0.08
H 0.928291 0.552506 1.990197 0.06 -0.08 -0.09
H 0.862458 -0.775917 -0.119741 -0.31 -0.25 0.16
H -0.883113 -0.450971 -0.093897 -0.15 0.00 0.10
H 1.446386 1.431217 -0.204062 0.11 0.44 -0.20
H -0.543501 3.205120 -0.709245 0.21 0.16 -0.08
H -1.523836 2.002064 0.106717 0.21 0.08 -0.03
H -0.188740 2.739334 0.965887 0.02 0.10 0.11
H 1.222019 0.420162 -2.300142 -0.25 -0.04 -0.15
H -0.565593 0.436573 -2.271439 0.14 0.02 0.09
H 0.321817 1.919913 -2.552776 0.11 0.18 -0.10
H -0.791610 -2.891800 -1.415647 0.15 -0.01 0.05
H -0.082621 -4.225171 -1.602311 0.05 0.03 0.03
O 0.050846 -3.335456 -1.258374 -0.19 -0.02 -0.07
```
Positions in Å, forces in eV/Å.

natural (NBO) population analysis, charges in e, atoms 1 to 5:
1 C -0.40
2 N -0.63
3 C -0.20
4 C -0.22
5 C -0.61

***

# 3
A cluster of 2 separate species, C5H15NO in total at a distorted geometry. Source: the OMol25 dataset; level of theory: the ωB97M-V functional and the def2-TZVPD basis.

## Properties
**HOMO-LUMO gap**: 8.544 eV
**E**: -329.45532 hartree
**SMILES**: CCN(C)CC.O
**Multiplicity**: 1

```
22
Properties=species:S:1:pos:R:3:forces:R:3
C 0.558148 -1.986986 -0.143848 -0.55 -0.03 0.68
C -0.483906 -1.459477 0.883147 1.48 -0.69 0.22
N -1.114880 -0.224936 0.560722 -0.89 -0.05 -0.15
C -1.637011 -0.015291 -0.777560 -0.40 -0.14 0.56
C -0.657641 0.690914 -1.698889 0.36 1.31 0.35
C -0.817852 0.970414 1.267415 0.60 0.98 0.51
H 0.078223 -2.179779 -1.104448 0.27 0.21 -0.12
H 1.391051 -1.282722 -0.207648 -0.07 -0.13 -0.37
H 0.933224 -2.948533 0.222628 0.06 0.12 -0.06
H 0.081084 -1.305134 1.806877 -0.10 0.09 0.08
H -1.136201 -2.307919 1.136680 -0.53 0.31 -0.28
H -2.543017 0.597286 -0.679956 0.00 -0.08 -0.12
H -1.979255 -0.983488 -1.133336 0.12 -0.11 -0.32
H -0.849078 0.611563 -2.767435 0.09 -0.42 0.03
H 0.372536 0.476160 -1.406135 -0.02 -0.50 -0.53
H -0.699702 1.774156 -1.494152 -0.21 -0.21 -0.15
H -1.660202 1.492105 1.742977 -0.44 -0.18 -0.44
H -0.310986 1.705782 0.622010 -0.06 0.01 0.19
H -0.165211 0.827379 2.126208 0.32 -0.46 -0.08
H 3.066230 0.998412 0.666587 0.06 0.10 -0.17
H 3.198708 2.464711 0.278610 0.00 0.02 -0.04
O 3.307838 1.574876 -0.070345 -0.10 -0.14 0.21
```
Positions in Å, forces in eV/Å.

natural (NBO) population analysis, charges in e, atoms 1 to 5:
1 C -0.63
2 C -0.19
3 N -0.47
4 C -0.21
5 C -0.64

***

# 4
A cluster of 3 separate species, C5H15NO2 in total at a distorted geometry. Source: the OMol25 dataset; level of theory: the ωB97M-V functional and the def2-TZVPD basis.

## Properties
**HOMO-LUMO gap**: 3.849 eV
**E**: -404.45061 hartree
**Multiplicity**: 1

```
23
Properties=species:S:1:pos:R:3:forces:R:3
C 1.148657 -0.596132 -0.722080 2.80 -1.64 0.23
C -0.479146 -0.733067 -0.611808 -3.46 0.52 -1.36
C -0.983657 -0.840200 -2.084273 0.44 -0.88 -0.12
C -0.941737 -1.864713 0.318279 2.21 0.03 0.25
N 1.927401 -1.680306 -1.205792 -2.61 2.06 2.29
C 0.491500 1.965636 2.641465 -3.43 0.99 0.08
O -0.489442 1.342904 1.842201 -0.28 0.02 -0.02
H 1.285490 -0.533339 0.387238 -0.11 -0.24 -0.24
H 1.420586 0.355080 -1.206764 -1.05 0.19 -0.33
H -0.900088 0.240277 -0.298046 1.29 -0.45 0.45
H -0.584600 -1.802045 -2.389196 -0.13 -0.32 -0.72
H -2.087701 -0.883494 -2.217250 0.64 0.16 0.68
H -0.620394 -0.073103 -2.789373 0.04 -0.11 0.67
H -0.439049 -2.796929 0.116028 0.51 -0.39 -0.42
H -0.629229 -1.618620 1.328724 -0.20 0.23 0.23
H -1.956632 -2.183758 0.354003 -1.17 0.73 -0.43
H 2.141617 -1.487395 -2.165252 0.36 0.29 -1.05
H 1.191251 2.495224 2.059972 0.93 0.93 -0.57
H 0.927385 1.244531 3.205597 1.92 -2.36 1.56
H -0.034146 2.570593 3.423598 0.55 0.38 -0.70
H -0.466605 1.814573 0.892860 0.43 -0.50 0.42
H 0.075239 3.016988 -0.509313 -0.08 -0.93 -0.03
O 0.003302 2.047294 -0.370817 0.40 1.28 -0.86
```
Positions in Å, forces in eV/Å.

natural (NBO) population analysis, charges in e, atoms 1 to 5:
1 C -0.34
2 C -0.08
3 C -0.62
4 C -0.65
5 N -0.18

***

# 5
A cluster of 2 separate species, C5H15NO2 in total at a distorted geometry. Source: the OMol25 dataset; level of theory: the ωB97M-V functional and the def2-TZVPD basis.

## Properties
**HOMO-LUMO gap**: 9.191 eV
**E**: -404.66432 hartree
**SMILES**: CN[C@@H](C)[C@H](C)O.O
**Multiplicity**: 1

```
23
Properties=species:S:1:pos:R:3:forces:R:3
C 0.045054 0.347429 -2.159739 1.04 -0.15 -0.77
N -0.241854 -0.003389 -0.775738 0.84 0.40 -0.28
C 0.835860 0.448514 0.170390 -1.10 1.23 0.17
C 1.270773 -0.703518 1.097800 1.28 -0.88 -0.85
C 2.151679 -1.721676 0.345945 -2.52 -1.04 -0.28
O 0.267451 -1.541752 1.611740 -4.23 1.44 -0.39
C 0.268804 1.730883 0.931474 0.64 -1.83 -0.85
H 0.565004 1.331016 -2.353756 -0.44 -0.63 0.62
H -0.853132 0.383926 -2.776895 -0.09 -0.26 0.19
H 0.723021 -0.433239 -2.560080 -0.33 0.44 -0.14
H -1.205575 0.277934 -0.584004 0.72 0.25 0.50
H 1.768389 0.730372 -0.377954 -0.88 -0.25 0.06
H 1.927342 -0.300256 1.903545 -0.79 -0.02 -0.10
H 1.883376 -2.720414 0.748779 1.37 0.59 0.91
H 3.146864 -1.405004 0.266391 1.59 -0.14 -0.14
H 1.705528 -2.011105 -0.607116 0.12 1.08 -0.76
H -0.667529 -1.289517 1.191999 3.17 -0.73 1.18
H -0.788036 1.481426 0.963987 -0.12 0.74 0.90
H 0.786884 1.936500 1.835449 -0.06 -0.71 1.58
H 0.457869 2.691643 0.509668 -0.29 0.47 -1.58
H -3.619770 1.645377 -0.155780 1.28 1.44 2.06
H -4.555111 1.202616 -1.010729 -1.49 -0.60 -1.23
O -3.644346 1.028335 -0.846560 0.29 -0.83 -0.80
```
Positions in Å, forces in eV/Å.

natural (NBO) population analysis, charges in e, atoms 1 to 5:
1 C -0.41
2 N -0.67
3 C -0.05
4 C 0.09
5 C -0.65